Model a:
The following is a DFT calculation (wB97M-V/def2-TZVPD) of a 4-piece molecular cluster, C3H10NOS overall.

Bonds (Å) are listed after each position.
Positions of all 16 atoms, in Å:
1 C -1.474 -0.011 -0.380  C3 1.602, H7 1.294, H8 1.116, H12 1.170
2 O 1.879 2.126 2.608  H9 0.896, H14 0.944
3 C -0.702 -1.414 -0.413  C1 1.602, C4 1.410, N6 1.327
4 C -0.609 -1.921 -1.725  C3 1.410, H11 1.062, H15 1.122
5 S 1.212 1.983 -0.318  H13 1.346
6 N -0.388 -1.892 0.785  C3 1.327, H16 1.048
7 H -1.546 0.392 0.847  C1 1.294
8 H -1.129 0.667 -1.196  C1 1.116
9 H 2.403 2.821 2.820  O2 0.896
10 H 0.898 -0.627 0.215  no bonds
11 H 0.027 -2.767 -1.811  C4 1.062
12 H -2.641 0.039 -0.457  C1 1.170
13 H 1.967 2.994 -0.788  S5 1.346
14 H 1.639 2.086 1.696  O2 0.944
15 H -1.245 -1.545 -2.570  C4 1.122
16 H -0.292 -2.931 0.687  N6 1.048

## Properties
⟨S²⟩ = 1.83
frontier orbital gap (alpha / beta) = 8.765 / 5.203 eV
multiplicity = 2
total charge = +2



Model b:
The following is a DFT calculation (wB97M-V/def2-TZVPD) of an isolated ion of composition C3H10NOS and charge +2.

Bonds (Å) are listed after each position.
Positions of all 16 atoms, in Å:
1 C 1.198 0.060 -0.871  O2 1.527, C3 1.450, H7 1.065, H8 1.101
2 O 2.302 -0.872 -0.378  C1 1.527, H9 0.896
3 C 0.025 -0.378 -0.140  C1 1.450, C4 1.525, N6 1.550, H10 1.195
4 C -1.372 0.165 -0.420  C3 1.525, S5 1.770, H11 1.171, H12 1.065
5 S -2.589 -0.190 0.815  C4 1.770, H13 1.480
6 N 0.359 0.099 1.297  C3 1.550, H14 1.015, H15 0.991, H16 1.011
7 H 0.974 0.000 -1.911  C1 1.065
8 H 1.462 1.083 -0.562  C1 1.101
9 H 2.807 -0.966 -1.113  O2 0.896
10 H 0.039 -1.572 -0.173  C3 1.195
11 H -1.767 -0.159 -1.474  C4 1.171
12 H -1.455 1.225 -0.348  C4 1.065
13 H -3.413 0.863 0.179  S5 1.480
14 H -0.326 -0.247 1.961  N6 1.015
15 H 0.444 1.034 1.612  N6 0.991
16 H 1.313 -0.146 1.528  N6 1.011

## Properties
⟨S²⟩ = 0.75
frontier orbital gap (alpha / beta) = 9.815 / 5.557 eV
multiplicity = 2
total charge = +2



Computed energies relative to the best structure, in hartree: model a 0.3050; model b 0.0000



Model a:
The following is a DFT calculation (wB97M-V/def2-TZVPD) of a 2-piece molecular cluster, C16H10Cl4FO6S overall.

Bonds (Å) are listed after each position.
Positions of all 38 atoms, in Å:
1 Cl 2.959 -3.936 3.354  C2 1.707
2 C 2.486 -2.454 2.650  Cl1 1.707, C3 1.379, C11 1.441
3 C 2.991 -2.074 1.424  C2 1.379, Cl4 1.693, C5 1.466
4 Cl 4.124 -2.998 0.572  C3 1.693
5 C 2.426 -0.913 0.729  C3 1.466, O6 1.228, C7 1.528
6 O 2.370 -0.791 -0.491  C5 1.228
7 C 1.901 0.185 1.653  C5 1.528, O8 1.231, C9 1.455
8 O 2.120 1.370 1.403  C7 1.231
9 C 1.274 -0.324 2.863  C7 1.455, Cl10 1.692, C11 1.387
10 Cl 0.338 0.782 3.737  C9 1.692
11 C 1.554 -1.597 3.337  C2 1.441, C9 1.387, Cl12 1.701
12 Cl 0.784 -2.154 4.747  C11 1.701
13 C -1.121 -3.740 -2.427  C14 1.501, H29 1.089, H30 1.095, H31 1.092
14 C -0.953 -3.405 -0.974  C13 1.501, O15 1.458, H32 1.098, H33 1.098
15 O -0.420 -2.048 -0.987  C14 1.458, C16 1.346
16 C -0.479 -1.428 0.206  O15 1.346, C17 1.502, O28 1.224
17 C -0.232 0.042 0.026  C16 1.502, F18 1.343, S19 1.831
18 F -0.712 0.728 1.076  C17 1.343
19 S -1.017 0.691 -1.497  C17 1.831, C20 1.791, O26 1.437, O27 1.446
20 C -0.987 2.454 -1.186  S19 1.791, C21 1.400, C25 1.388
21 C -2.032 3.235 -1.694  C20 1.400, C22 1.398, H34 1.090
22 C -2.083 4.596 -1.379  C21 1.398, C23 1.399, H35 1.092
23 C -1.088 5.167 -0.578  C22 1.399, C24 1.398, H36 1.092
24 C -0.021 4.386 -0.127  C23 1.398, C25 1.399, H37 1.092
25 C 0.037 3.024 -0.443  C20 1.388, C24 1.399, H38 1.088
26 O -0.193 0.379 -2.633  S19 1.437
27 O -2.401 0.283 -1.405  S19 1.446
28 O -0.761 -1.957 1.274  C16 1.224
29 H -1.402 -4.784 -2.552  C13 1.089
30 H -1.900 -3.108 -2.866  C13 1.095
31 H -0.191 -3.568 -2.973  C13 1.092
32 H -1.908 -3.411 -0.431  C14 1.098
33 H -0.221 -4.055 -0.476  C14 1.098
34 H -2.810 2.764 -2.296  C21 1.090
35 H -2.915 5.199 -1.749  C22 1.092
36 H -1.144 6.222 -0.304  C23 1.092
37 H 0.767 4.821 0.492  C24 1.092
38 H 0.862 2.417 -0.075  C25 1.088

## Properties
frontier orbital gap = 4.810 eV
total charge = -1



Model b:
The following is a DFT calculation (wB97M-V/def2-TZVPD) of a 2-piece molecular cluster, C16H10Cl4FO6S overall.

Bonds (Å) are listed after each position.
Positions of all 38 atoms, in Å:
1 Cl -2.366 -4.026 0.261  C2 1.707
2 C -1.221 -3.516 1.420  Cl1 1.707, C3 1.361, C11 1.478
3 C -0.400 -4.423 2.018  C2 1.361, Cl4 1.700, C5 1.486
4 Cl -0.259 -6.026 1.471  C3 1.700
5 C 0.427 -4.061 3.199  C3 1.486, O6 1.229, C7 1.491
6 O 1.269 -4.817 3.677  C5 1.229
7 C 0.144 -2.715 3.773  C5 1.491, Cl8 1.697, C9 1.361
8 Cl 0.753 -2.438 5.333  C7 1.697
9 C -0.519 -1.763 3.060  C7 1.361, Cl10 1.711, C11 1.483
10 Cl -0.677 -0.156 3.623  C9 1.711
11 C -1.201 -2.083 1.782  C2 1.478, C9 1.483, O12 1.241
12 O -1.800 -1.209 1.138  C11 1.241
13 C -4.188 0.064 -1.762  C14 1.499, H29 1.089, H30 1.094, H31 1.095
14 C -3.082 -0.901 -1.459  C13 1.499, O15 1.450, H32 1.097, H33 1.098
15 O -1.881 -0.089 -1.468  C14 1.450, C16 1.358
16 C -0.757 -0.742 -1.075  O15 1.358, C17 1.471, O28 1.222
17 C 0.181 0.267 -0.558  C16 1.471, F18 1.339, S19 1.842
18 F 1.413 -0.198 -0.319  C17 1.339
19 S 0.120 1.913 -1.382  C17 1.842, C20 1.796, O26 1.446, O27 1.445
20 C 1.739 2.641 -1.107  S19 1.796, C21 1.395, C25 1.394
21 C 2.043 3.246 0.112  C20 1.395, C22 1.397, H34 1.088
22 C 3.303 3.823 0.291  C21 1.397, C23 1.398, H35 1.090
23 C 4.228 3.821 -0.757  C22 1.398, C24 1.397, H36 1.091
24 C 3.914 3.209 -1.973  C23 1.397, C25 1.396, H37 1.090
25 C 2.657 2.631 -2.156  C20 1.394, C24 1.396, H38 1.088
26 O 0.043 1.677 -2.807  S19 1.446
27 O -0.843 2.733 -0.683  S19 1.445
28 O -0.518 -1.939 -1.129  C16 1.222
29 H -5.136 -0.471 -1.763  C13 1.089
30 H -4.214 0.842 -0.994  C13 1.094
31 H -4.023 0.536 -2.736  C13 1.095
32 H -3.192 -1.330 -0.455  C14 1.097
33 H -3.011 -1.710 -2.197  C14 1.098
34 H 1.294 3.272 0.902  C21 1.088
35 H 3.551 4.271 1.253  C22 1.090
36 H 5.194 4.312 -0.630  C23 1.091
37 H 4.633 3.170 -2.792  C24 1.090
38 H 2.381 2.184 -3.109  C25 1.088

## Properties
frontier orbital gap = 3.906 eV
total charge = -1



Computed energies relative to the best structure, in hartree: model a 0.0089; model b 0.0000



Model a:
The following is a DFT calculation (wB97M-V/def2-TZVPD) of an isolated ion of composition C3H4NO4S and charge -1.

Bonds (Å) are listed after each position.
Positions of all 13 atoms, in Å:
1 C -0.104 -1.499 1.190  C2 1.322, H10 1.131, H11 1.091
2 C 0.195 -0.495 0.384  C1 1.322, C3 1.572, S6 1.747
3 C 1.621 -0.163 -0.188  C2 1.572, O4 1.187, O5 1.237
4 O 1.669 0.141 -1.335  C3 1.187
5 O 2.552 -0.509 0.549  C3 1.237
6 S -1.130 0.553 -0.060  C2 1.747, N7 1.717, O8 1.449, O9 1.434
7 N -0.597 1.615 -1.300  S6 1.717, H12 0.962, H13 0.940
8 O -2.001 -0.405 -0.709  S6 1.449
9 O -1.595 1.212 1.125  S6 1.434
10 H -1.168 -1.774 1.454  C1 1.131
11 H 0.595 -2.294 1.456  C1 1.091
12 H 0.215 1.196 -1.601  N7 0.962
13 H -0.252 2.422 -0.964  N7 0.940

## Properties
structure (SMILES) = C=C(C(=O)[O-])S(N)(=O)=O
frontier orbital gap = 8.529 eV
total charge = -1



Model b:
The following is a DFT calculation (wB97M-V/def2-TZVPD) of an isolated ion of composition C3H4NO4S and charge -1.

Bonds (Å) are listed after each position.
Positions of all 13 atoms, in Å:
1 C -0.026 1.159 -0.060  C2 1.671, N4 1.320, O6 1.230
2 C 0.613 -0.381 0.059  C1 1.671, C3 1.573, H10 0.990, H11 1.113
3 C 2.144 -0.693 -0.120  C2 1.573, O5 1.199, H12 1.198
4 N -1.332 1.301 0.071  C1 1.320, S9 1.990, H13 0.983
5 O 2.653 -1.613 -0.696  C3 1.199
6 O 0.794 2.076 -0.044  C1 1.230
7 O -2.206 -0.952 -1.262  S9 1.513
8 O -1.891 -1.068 1.188  S9 1.429
9 S -2.460 -0.338 0.098  N4 1.990, O7 1.513, O8 1.429
10 H 0.564 -0.670 1.004  C2 0.990
11 H 0.027 -1.096 -0.561  C2 1.113
12 H 2.748 0.087 0.560  C3 1.198
13 H -1.626 2.187 -0.236  N4 0.983

## Properties
frontier orbital gap = 8.477 eV
total charge = -1



Computed energies relative to the best structure, in hartree: model a 0.0086; model b 0.0000



Model a:
The following is a DFT calculation (wB97M-V/def2-TZVPD) of one molecule with the formula C6H7ClS.

Bonds (Å) are listed after each position.
Positions of all 15 atoms, in Å:
1 C 2.214 -1.314 1.813  C2 1.328, H9 1.106, H10 1.104
2 C 1.135 -0.628 1.456  C1 1.328, C3 1.523, H11 1.057
3 C 1.139 0.875 1.206  C2 1.523, C4 1.328, S5 1.706
4 C 2.056 1.695 1.707  C3 1.328, H12 1.090, H13 1.081
5 S -0.098 1.509 0.217  C3 1.706, C6 1.745
6 C -0.443 0.197 -0.879  S5 1.745, C7 1.316, H14 1.055
7 C -1.664 -0.263 -1.046  C6 1.316, Cl8 1.737, H15 1.057
8 Cl -1.964 -1.590 -2.127  C7 1.737
9 H 3.185 -0.866 2.095  C1 1.106
10 H 2.194 -2.416 1.864  C1 1.104
11 H 0.180 -1.072 1.372  C2 1.057
12 H 2.231 2.701 1.323  C4 1.090
13 H 2.758 1.360 2.458  C4 1.081
14 H 0.319 -0.300 -1.414  C6 1.055
15 H -2.527 0.105 -0.560  C7 1.057

## Properties
structure (SMILES) = C=CC(=C)S/C=C/Cl
frontier orbital gap = 8.826 eV
total charge = 0



Model b:
The following is a DFT calculation (wB97M-V/def2-TZVPD) of one molecule with the formula C6H7ClS.

Bonds (Å) are listed after each position.
Positions of all 15 atoms, in Å:
1 S -2.272 -0.484 -0.620  C2 1.778, H9 1.428
2 C -1.262 -0.761 0.818  S1 1.778, C3 1.494, H10 1.181, H11 1.074
3 C 0.155 -0.676 0.354  C2 1.494, C4 1.248, C7 1.504
4 C 1.034 -1.547 0.518  C3 1.248, C5 1.492, H12 1.149
5 C 2.292 -1.204 -0.208  C4 1.492, C6 1.324, H13 1.191
6 C 2.199 0.054 -0.610  C5 1.324, C7 1.502, H14 1.171
7 C 0.777 0.481 -0.380  C3 1.504, C6 1.502, Cl8 1.775, H15 1.200
8 Cl 0.177 1.982 0.353  C7 1.775
9 H -2.352 0.876 -0.193  S1 1.428
10 H -1.321 -1.745 1.467  C2 1.181
11 H -1.470 -0.015 1.562  C2 1.074
12 H 0.694 -2.395 1.216  C4 1.149
13 H 3.236 -1.931 -0.232  C5 1.191
14 H 2.917 0.646 -1.321  C6 1.171
15 H 0.468 0.551 -1.537  C7 1.200

## Properties
structure (SMILES) = SCC1=CC=C[C@@H]1Cl
frontier orbital gap = 9.487 eV
total charge = 0



Computed energies relative to the best structure, in hartree: model a 0.0000; model b 0.0206



Model a:
The following is a DFT calculation (wB97M-V/def2-TZVPD) of one molecule with the formula C10H8ClN3O.

Bonds (Å) are listed after each position.
Positions of all 23 atoms, in Å:
1 O -3.801 -1.650 -2.604  C2 1.203
2 C -2.836 -1.167 -2.072  O1 1.203, N3 1.325, N6 1.365
3 N -2.906 -0.242 -1.125  C2 1.325, C4 1.392, H16 1.003
4 C -1.657 -0.134 -0.518  N3 1.392, C5 1.352, C15 1.520
5 C -0.796 -0.905 -1.218  C4 1.352, N6 1.396, N7 1.398
6 N -1.533 -1.552 -2.211  C2 1.365, C5 1.396, H17 1.026
7 N 0.541 -1.057 -0.840  C5 1.398, C8 1.386, H18 0.985
8 C 1.140 -0.195 0.066  N7 1.386, C9 1.391, C14 1.409
9 C 2.525 -0.156 0.187  C8 1.391, C10 1.398, H19 1.074
10 C 3.149 0.680 1.119  C9 1.398, C11 1.391, H20 1.102
11 C 2.349 1.463 1.944  C10 1.391, Cl12 1.737, C13 1.442
12 Cl 3.155 2.532 3.050  C11 1.737
13 C 0.916 1.469 1.780  C11 1.442, C14 1.395, H21 1.098
14 C 0.308 0.652 0.827  C8 1.409, C13 1.395, C15 1.510
15 C -1.198 0.632 0.712  C4 1.520, C14 1.510, H22 1.102, H23 1.086
16 H -3.759 -0.031 -0.643  N3 1.003
17 H -1.273 -2.489 -2.539  N6 1.026
18 H 1.105 -1.578 -1.457  N7 0.985
19 H 3.167 -0.811 -0.371  C9 1.074
20 H 4.245 0.667 1.235  C10 1.102
21 H 0.296 2.089 2.441  C13 1.098
22 H -1.612 0.116 1.594  C15 1.102
23 H -1.526 1.665 0.646  C15 1.086

## Properties
structure (SMILES) = O=c1[nH]c2c([nH]1)Nc1ccc(Cl)cc1C2
frontier orbital gap = 7.817 eV
total charge = 0



Model b:
The following is a DFT calculation (wB97M-V/def2-TZVPD) of one molecule with the formula C10H8ClN3O.

Bonds (Å) are listed after each position.
Positions of all 23 atoms, in Å:
1 O -0.163 -4.300 -2.156  C2 1.214
2 C -0.163 -3.104 -1.944  O1 1.214, N3 1.315, N6 1.326
3 N 0.790 -2.204 -2.053  C2 1.315, C4 1.412, H16 0.991
4 C 0.513 -1.132 -1.176  N3 1.412, C5 1.428, C15 1.447
5 C -0.735 -1.492 -0.582  C4 1.428, N6 1.344, N7 1.413
6 N -1.168 -2.565 -1.267  C2 1.326, C5 1.344, H17 0.999
7 N -1.194 -0.661 0.464  C5 1.413, C8 1.360, H18 1.024
8 C -0.651 0.559 0.721  N7 1.360, C9 1.411, C14 1.345
9 C -1.254 1.316 1.748  C8 1.411, C10 1.401, H19 1.045
10 C -0.543 2.435 2.201  C9 1.401, C11 1.387, H20 1.032
11 C 0.523 2.974 1.497  C10 1.387, Cl12 1.746, C13 1.342
12 Cl 1.041 4.600 1.870  C11 1.746
13 C 0.942 2.241 0.453  C11 1.342, C14 1.393, H21 1.075
14 C 0.458 0.986 0.092  C8 1.345, C13 1.393, C15 1.531
15 C 1.267 0.046 -0.807  C4 1.447, C14 1.531, H22 1.126, H23 1.099
16 H 1.711 -2.463 -2.309  N3 0.991
17 H -1.905 -3.120 -0.884  N6 0.999
18 H -1.889 -1.023 1.123  N7 1.024
19 H -2.154 1.144 2.253  C9 1.045
20 H -0.875 2.885 3.068  C10 1.032
21 H 1.843 2.510 -0.066  C13 1.075
22 H 1.343 0.673 -1.739  C15 1.126
23 H 2.264 -0.305 -0.507  C15 1.099

## Properties
structure (SMILES) = O=c1[nH]c2c([nH]1)Nc1ccc(Cl)cc1C2
frontier orbital gap = 7.570 eV
total charge = 0



Computed energies relative to the best structure, in hartree: model a 0.0000; model b 0.0512